(1)
9
Properties=species:S:1:pos:R:3:forces:R:3 method="wB97M-V/def2-TZVPD" total_charge=0 homo_energy_ev=-9.48
O -0.759608 1.421678 -0.261689 2.6 -3.4 0.9
C -0.093042 0.354882 0.016891 1.5 1.1 0.0
C 1.443934 0.384869 -0.032441 0.7 2.4 0.0
S 2.633647 -0.725240 -0.338501 -2.2 1.5 0.6
N -0.537910 -0.834774 0.423829 -2.0 -1.7 -1.1
S -2.289531 -0.842078 -0.362359 1.3 -2.4 1.5
H 1.578050 1.523142 0.147593 0.9 -1.8 -0.4
H 0.111658 -1.735461 0.620566 -2.0 3.1 -1.2
H -2.087196 0.452984 -0.213891 -0.8 1.2 -0.2

---

(2)
9
Properties=species:S:1:pos:R:3:forces:R:3 method="wB97M-V/def2-TZVPD" total_charge=0 homo_energy_ev=-8.63
C 1.388127 -0.631563 -0.848229 1.9 2.0 1.2
N 1.896897 0.211074 -0.215819 -1.1 -3.0 -2.8
S 2.692451 1.407857 0.315284 1.5 2.4 1.6
H 0.998393 -1.565383 -1.018577 -0.5 -1.5 -0.6
O -0.630264 -0.832913 0.098902 -0.8 -1.4 1.4
C -1.247070 0.081084 -0.324150 -0.5 2.3 -2.5
S -0.961084 1.809996 -0.045284 -0.1 -0.3 0.4
H -1.854070 0.088498 -1.275450 -0.4 -0.8 0.9
H 0.217843 1.605721 0.555983 0.0 0.3 0.4

---

(3)
9
Properties=species:S:1:pos:R:3:forces:R:3 method="wB97M-V/def2-TZVPD" total_charge=0 homo_energy_ev=-8.31
S 0.629374 -1.457249 2.200532 0.6 1.2 -1.0
C 0.407804 -0.329977 0.920459 0.5 -3.5 3.0
N -0.702012 0.367597 0.962193 -0.3 1.4 -1.7
S -0.955092 1.323674 -0.476623 0.7 -1.6 -0.4
C 0.173886 0.002365 -1.371838 0.8 3.4 0.5
O 1.148637 -0.298996 -0.155013 -1.7 0.3 -3.7
H -1.024669 0.523078 1.890211 -0.9 0.3 0.4
H 0.689073 0.793458 -2.180686 -0.9 -3.0 2.1
H -0.367001 -0.923952 -1.789236 1.1 1.4 1.0

---

(4)
7
Properties=species:S:1:pos:R:3:forces:R:3 method="wB97M-V/def2-TZVPD" total_charge=0 homo_energy_ev="-9.12 / -9.12"
C 2.574320 0.841774 -0.309381 -0.8 0.5 0.9
C 1.853835 -0.116392 -0.049638 0.7 0.3 -0.5
N -1.483570 -0.410771 -0.220206 1.5 -1.0 3.0
S 0.972819 -1.486236 0.089527 -2.6 1.1 -0.2
H 2.910111 1.824415 -0.002506 0.3 -0.5 -0.5
H -1.258978 0.604992 -0.278857 0.3 -0.7 0.2
H -1.686330 -0.556040 0.873430 0.6 0.4 -2.9

---

(5)
7
Properties=species:S:1:pos:R:3:forces:R:3 method="wB97M-V/def2-TZVPD" total_charge=0 homo_energy_ev=-9.36
H 1.610991 -1.425345 -1.073683 0.0 0.2 0.3
N 0.794871 -1.163099 -1.619240 -1.4 1.5 1.4
C -0.048488 -0.395527 -1.018312 -0.1 0.1 0.2
C -0.781843 0.535430 0.151910 1.9 -2.0 -2.0
S -1.547341 0.285607 -1.480322 -0.4 0.2 -0.2
H -0.338971 1.498215 0.334678 0.1 0.2 0.1
H -1.210899 -0.009889 0.974769 -0.1 0.0 0.1

---

(6)
7
Properties=species:S:1:pos:R:3:forces:R:3 method="wB97M-V/def2-TZVPD" total_charge=0 homo_energy_ev=-8.90
C 1.893726 -0.128225 0.045220 -8.4 4.0 1.6
C 0.728743 0.450108 0.286955 7.6 -2.9 -1.9
S -0.692677 1.364710 0.169530 0.1 -0.5 0.4
N -1.758851 0.034451 -0.199196 -1.1 2.2 2.7
H 2.696025 -0.785849 0.137471 1.0 -0.5 0.1
H -1.550347 -0.631284 0.517849 -0.4 -0.5 0.7
H -1.316620 -0.303910 -0.957829 1.3 -1.8 -3.7

---

Energy above the lowest of the compared OMol25 structures with the same formula, charge and spin values (in kcal/mol) by entry order: 70.0; 76.9; 59.2; 119.4; 36.4; 67.0.
Calculated total energy values (in Eh) by entry order: -1004.27606; -1004.26500; -1004.29324; -530.74438; -530.87667; -530.82796.